# 1
This record from the OMol25 dataset describes a 2-piece molecular cluster, C2H6O overall. The level of theory is ωB97M-V/def2-TZVPD.

```
! wB97M-V def2-TZVPD RIJCOSX def2/J DEFGRID3
* xyz 0 1
C 0.90 0.79 -0.01
O 1.90 -0.03 0.03
H 0.61 1.28 -0.95
H 0.58 1.32 0.91
C -0.84 -0.61 0.01
H 0.44 -0.66 0.09
H -1.48 0.27 -0.02
H -0.96 -1.16 -0.93
H -1.13 -1.21 0.87
*
```

Values from the calculation:
- Lowest unoccupied orbital energy: 0.570 eV
- Energy above the lowest of the compared OMol25 structures with the same formula, charge and spin: 74.4 kcal/mol
- Kohn-Sham gap: 10.43 eV
- HOMO energy: -9.9 eV

Löwdin population analysis, charges in e, atoms 1 to 2: -0.1972, -0.1555


# 2
This record from the OMol25 dataset describes a 10-piece molecular cluster, C4H30N2O10 overall. The level of theory is ωB97M-V/def2-TZVPD.

```
! wB97M-V def2-TZVPD RIJCOSX def2/J DEFGRID3
* xyz 0 1
N -1.47 -1.92 2.52
C -0.73 -0.64 2.71
C -0.92 0.22 1.46
C -0.03 -0.01 0.25
N 1.32 0.60 0.45
C -0.76 0.56 -0.97
O 0.03 0.46 -2.15
H -1.40 -2.59 3.27
H -1.09 -2.39 1.70
H 0.31 -0.75 3.01
H -1.27 -0.29 3.59
H -0.87 1.26 1.80
H -1.97 0.10 1.17
H 0.23 -1.04 0.02
H 1.98 -0.16 0.63
H 1.31 1.19 1.26
H -1.54 -0.18 -1.17
H -1.32 1.48 -0.80
H 0.73 1.16 -2.12
O 1.52 -3.52 -0.33
H 0.96 -3.74 0.42
H 0.99 -3.12 -1.07
O 0.56 -2.42 -2.50
H 1.31 -2.69 -3.04
H 0.56 -1.47 -2.30
O 2.16 1.93 -1.93
H 2.23 1.63 -1.00
H 3.06 1.80 -2.25
O 3.36 -1.77 0.59
H 4.24 -2.05 0.30
H 2.78 -2.50 0.27
O -1.12 3.77 -3.17
H -1.06 2.92 -2.72
H -0.35 3.62 -3.74
O -4.18 -1.60 2.25
H -3.24 -1.69 1.96
H -4.66 -0.96 1.73
O -3.09 -0.11 -2.96
H -2.30 0.43 -3.10
H -3.03 -0.74 -3.69
O 0.62 4.06 -0.31
H 1.26 3.45 0.06
H 0.57 4.01 -1.27
O 1.54 0.99 3.43
H 1.77 0.88 4.36
H 1.05 1.82 3.39
*
```

Values from the calculation:
- Lowest unoccupied orbital energy: 0.142 eV
- Energy above the lowest of the compared OMol25 structures with the same formula, charge and spin: 41.6 kcal/mol
- Kohn-Sham gap: 9.83 eV
- HOMO energy: -9.7 eV

Löwdin population analysis, charges in e, atoms 1 to 2: -0.0252, -0.2454


> Which of these has the highest lowest unoccupied orbital energy?

C2H6O


> Which value of energy above the lowest of the compared OMol25 structures with the same formula, charge and spin does entry 2 give?

41.6 kcal/mol